# C4H11O2S

A 2-piece molecular cluster, C4H11O2S overall in a non-equilibrium geometry (ωB97M-V/def2-TZVPD, the OMol25 dataset).

Calculated values
M in g/mol: 123.20
2S+1: 1
Relative energy (zero: lowest compared OMol25 entry of this formula, charge and spin) in kcal per mole: 38.9
Strongest force on any atom in eV/Å: 6.58
HOMO in hartree: -0.0837
Total charge: -1

Last columns: bonded neighbours and bond lengths (Å).
Geometry (Å):
1 C 0.065 -0.888 -0.799  O2 1.447, C3 1.559, H7 1.170, H8 1.079
2 O 1.063 -1.882 -1.131  C1 1.447, H17 0.932
3 C 0.763 0.428 -1.261  C1 1.559, C4 1.531, H9 1.074, H10 1.134
4 C 1.100 1.407 -0.132  C3 1.531, C5 1.575, H11 1.160, H12 1.019
5 C -0.147 1.732 0.772  C4 1.575, S6 1.823, H13 1.146, H14 1.102
6 S 0.057 1.411 2.555  C5 1.823
7 H -0.086 -0.895 0.361  C1 1.170
8 H -0.868 -1.029 -1.322  C1 1.079
9 H 1.561 0.068 -1.882  C3 1.074
10 H 0.008 0.823 -2.009  C3 1.134
11 H 1.820 0.886 0.613  C4 1.160
12 H 1.428 2.283 -0.536  C4 1.019
13 H -0.950 0.957 0.510  C5 1.146
14 H -0.722 2.650 0.567  C5 1.102
15 H -1.970 -1.564 2.462  O18 0.898
16 H -1.444 -2.131 1.168  O18 1.081
17 H 0.629 -2.577 -1.574  O2 0.932
18 O -2.307 -1.679 1.637  H15 0.898, H16 1.081